Entry 1:
Molecular formula: C23H44F3IO7Si
Method: DFT, ωB97M-V/def2-TZVPD

- SMILES string = CC(C)C[C@H](C)CO[C@]1(I)OC(=O)O[C@@]1(CCO[Si](C)(C)C)CCC(F)=C(F)F.CCO.CCO

Geometry as XYZ:
```
79
Properties=species:S:1:pos:R:3:mulliken_charge:R:1
H -5.305 -1.781 -4.085 0.37
C 3.220 1.116 -0.158 -1.14
H -2.882 -3.002 -2.945 0.34
H 0.284 6.134 5.810 0.34
C -4.372 2.386 0.445 0.25
O 1.865 1.364 -0.568 -0.05
I 0.985 0.473 2.202 0.02
O -0.453 -2.541 -0.267 -0.54
C -2.203 -5.300 1.807 -0.15
C 5.496 0.557 -0.891 -1.62
C -0.973 2.169 -0.073 -1.18
C -1.721 -0.135 -2.582 -1.12
H 1.109 4.319 4.281 0.29
C -0.094 5.114 5.884 -1.12
O -2.923 0.104 -1.878 -0.04
H 4.735 -1.665 -2.641 0.35
H -1.145 5.155 6.182 0.34
H 0.447 4.594 6.675 0.28
F -5.116 2.703 -0.615 -0.25
H -1.483 -4.863 2.507 0.25
H -1.420 -1.183 -2.588 0.55
C -1.514 -5.691 0.515 -0.75
C 4.175 1.179 -1.353 0.98
F -4.884 1.432 1.226 -0.23
C 0.962 0.546 -0.049 -1.79
Si -4.101 -1.078 -2.059 0.64
O -0.414 3.035 4.658 -0.46
H -2.231 -6.128 -0.182 0.24
C 5.656 -1.688 -2.063 -1.86
C 4.417 2.662 -1.676 -1.60
C -3.183 2.949 0.709 0.14
H -0.083 2.733 0.184 0.35
H 7.402 -1.975 -0.345 0.34
H -1.425 2.709 -0.895 0.69
C -5.236 -0.902 -0.572 -1.11
H -1.344 3.068 4.898 0.27
H -4.614 -1.090 0.304 0.24
H -2.146 1.297 1.617 0.57
H 7.146 -0.494 0.618 0.35
H -0.743 -6.444 0.700 0.40
C 5.481 -0.960 -0.728 1.35
C -1.948 2.245 1.133 0.00
H -6.016 -1.656 -0.600 0.43
H 3.538 1.831 0.596 0.46
C -0.192 -1.372 -0.155 0.39
C -0.533 0.673 -2.030 -1.53
H 5.873 -2.734 -1.860 0.51
H -6.184 -0.548 -3.253 0.33
H -1.049 -4.825 0.045 0.11
C -3.443 -2.829 -2.022 -0.94
F -3.036 4.291 0.505 -0.36
H 3.330 0.139 0.300 0.54
C 6.678 -1.373 0.189 -1.40
H -1.839 0.182 -3.621 0.38
H 6.295 -1.943 1.033 0.34
H -4.234 -3.572 -2.012 0.48
H 4.580 -1.343 -0.257 -0.01
H 6.254 0.808 -1.633 0.43
H -1.469 2.871 1.886 -0.10
H 5.785 1.049 0.037 0.44
H -5.623 0.106 -0.479 0.29
H -2.984 -4.564 1.618 0.20
H -2.725 -2.997 -1.225 0.03
H 6.495 -1.287 -2.623 0.38
H 3.632 3.081 -2.299 0.34
H -0.485 4.897 3.772 0.21
O -1.057 -0.364 0.166 -0.26
H -4.817 -0.074 -4.276 0.34
C -0.503 0.770 -0.490 2.84
C 0.060 4.376 4.567 -0.15
C -5.186 -0.823 -3.583 -1.30
H -0.537 1.652 -2.491 0.79
H 0.344 0.158 -2.412 0.18
O 1.056 -0.845 -0.409 -0.16
H 5.346 2.745 -2.236 0.49
O -2.835 -6.419 2.429 -0.55
H 4.517 3.242 -0.765 0.33
H -2.155 -7.072 2.614 0.30
H 3.692 0.643 -2.166 0.27
```

=====

Entry 2:
Molecular formula: C18H24ClFN3O2
Method: DFT, ωB97M-V/def2-TZVPD

- relative energy (zero: lowest compared OMol25 entry of this formula, charge and spin) (eV) = 0.000
- total charge = +1

Geometry as XYZ:
```
49
Properties=species:S:1:pos:R:3:nbo_charge:R:1
H 0.737 4.164 -1.596 0.22
H -0.314 3.289 2.386 0.23
H 0.701 5.423 1.862 0.24
N 0.393 1.466 -0.015 -0.38
C 1.744 3.339 0.700 -0.23
C 2.734 -2.118 1.534 -0.08
C -0.676 3.128 1.369 -0.23
C 0.413 5.346 0.799 -0.20
C -2.162 -3.107 0.054 -0.20
C -0.637 1.679 1.005 -0.27
H -1.867 -2.722 1.016 0.25
O 0.089 -1.798 1.242 -0.59
C -3.152 -4.073 -2.385 -0.16
H 1.955 3.534 1.751 0.23
C 0.722 -2.223 0.279 0.79
H 2.424 1.661 -0.440 0.23
O 2.081 -2.230 0.225 -0.51
H 1.158 5.812 0.130 0.24
H -3.530 -4.210 -3.407 0.24
H -1.653 3.586 1.188 0.25
C -0.006 2.167 -1.266 -0.27
H -0.448 1.018 1.848 0.24
H -1.155 -3.780 -3.086 0.22
C -1.804 -3.738 -2.232 -0.14
N 0.333 3.897 0.462 -0.21
H 4.611 -1.590 0.492 0.22
H 2.429 -2.961 2.182 0.20
H 0.784 -3.901 -1.241 0.22
H -4.270 -3.226 0.691 0.23
H 2.383 3.902 0.019 0.23
C -3.522 -3.463 -0.079 -0.17
C -1.251 -3.291 -1.020 -0.09
H -1.574 1.348 0.562 0.23
C -0.037 3.644 -1.027 -0.23
C 0.230 -2.933 -1.106 0.10
H 4.553 -3.270 1.032 0.22
H 2.083 1.268 1.228 0.23
H 4.811 -2.000 2.203 0.22
F 0.526 -2.392 -2.382 -0.35
N -6.475 -4.777 -1.684 -0.27
C 4.238 -2.246 1.296 -0.64
H 2.544 -1.149 2.049 0.18
C 1.747 1.876 0.388 -0.26
Cl -1.158 6.215 0.579 0.01
C -4.017 -4.001 -1.285 -0.17
H -0.978 1.781 -1.565 0.23
C -5.398 -4.331 -1.521 0.26
H 0.688 1.898 -2.061 0.23
H -1.025 4.089 -1.175 0.25
```

=====

Entry 3:
Molecular formula: C3H5N
Method: DFT, ωB97M-V/def2-TZVPD

- SMILES string = C=CN=C
- relative energy (zero: lowest compared OMol25 entry of this formula, charge and spin) (eV) = 2.352

Geometry as XYZ:
```
9
Properties=species:S:1:pos:R:3:nbo_charge:R:1
H 2.689 -0.183 -0.611 0.18
N 0.913 -0.282 0.419 -0.42
C -0.448 0.089 0.273 -0.03
H -1.673 -1.630 0.591 0.20
C -1.609 -0.520 0.462 -0.42
H -2.451 -0.123 -0.126 0.22
C 1.681 0.236 -0.419 -0.02
H 1.404 1.272 -0.919 0.14
H -0.505 1.141 0.329 0.16
```

=====

Entry 4:
Molecular formula: C19H60BeN3O21S6
Method: DFT, ωB97M-V/def2-TZVPD

- total charge = +3

Geometry as XYZ:
```
110
Properties=species:S:1:pos:R:3:mulliken_charge:R:1
H -15.871 -2.119 5.323 0.25
H -24.676 -0.624 1.966 0.59
H -17.133 -2.347 3.345 0.11
H -16.745 -2.710 1.619 0.27
O -19.740 4.306 -2.011 -0.76
H -20.449 -3.600 4.114 0.52
H -20.289 1.426 -2.283 0.41
H -19.674 1.797 3.448 -0.11
H -20.610 -1.790 -3.005 0.54
H -22.131 -4.081 6.081 0.25
H -21.615 -2.206 3.674 0.34
H -20.313 5.016 2.866 0.46
N -19.797 1.510 -1.405 0.44
H -19.593 -1.526 0.610 0.04
H -23.833 -2.777 7.317 0.33
C -21.872 -3.414 6.903 -0.02
C -23.045 2.444 0.125 -0.39
H -25.007 -1.570 -1.511 -0.11
O -25.250 3.830 0.533 -0.46
S -22.450 -0.385 -3.508 1.19
H -23.023 1.637 0.857 0.15
H -25.659 -1.057 -4.488 0.37
H -20.209 1.094 -0.582 -0.37
O -14.207 -2.472 4.069 -0.26
S -24.775 2.554 -0.545 1.21
C -25.411 3.600 1.919 -0.12
Be -16.798 1.089 1.549 1.21
H -20.485 -2.619 -0.282 0.16
H -26.485 3.576 2.103 0.44
H -22.934 -0.414 1.730 -0.09
C -21.067 5.050 2.079 -0.90
H -19.248 7.050 -1.559 0.38
S -20.863 5.238 -1.913 1.15
O -20.564 0.058 0.811 -1.04
H -18.877 1.100 -1.475 0.49
H -20.968 -3.694 7.444 0.31
H -14.518 -1.171 5.635 0.27
O -13.959 -2.230 1.596 -0.52
O -21.641 -2.146 6.361 -0.27
H -27.106 -2.644 0.102 0.25
H -16.351 -3.879 2.927 0.46
H -19.820 2.546 4.921 0.44
O -21.660 0.859 -3.361 -0.75
C -20.214 6.938 -2.052 -1.10
O -21.330 5.268 -0.283 -0.20
C -24.754 4.739 2.641 -0.81
H -21.902 5.740 2.200 0.39
C -24.703 -1.414 -2.546 0.26
H -19.228 -3.120 0.652 0.42
H -22.764 3.424 0.511 0.20
H -19.695 4.380 0.573 0.09
H -23.364 -4.241 8.157 0.40
H -18.395 1.954 4.357 0.40
H -25.123 4.733 3.666 0.43
C -20.619 -2.532 3.972 -0.76
C -16.436 -2.827 2.658 -0.67
N -19.389 1.785 4.416 -0.10
H -14.422 -4.074 6.344 0.34
H -23.856 -0.519 0.346 -0.20
H -26.705 -1.673 -3.336 0.47
H -24.279 -2.335 -2.948 0.42
H -26.793 -4.356 -0.447 0.30
C -23.006 -3.263 7.834 -1.36
H -23.674 4.598 2.674 -0.11
H -21.514 -1.370 -1.488 -0.36
H -26.339 -0.035 -3.120 0.32
H -22.383 2.141 -0.686 -0.01
C -26.984 -3.687 0.392 -1.20
C -25.764 -3.755 1.355 -0.28
H -19.828 -2.162 3.318 -0.12
C -20.324 5.258 0.716 -0.13
C -23.823 -0.924 1.357 -0.11
O -19.203 -2.749 6.321 -0.68
O -22.771 -0.929 -4.809 -0.59
H -25.921 -3.039 2.162 0.39
C -21.584 -1.702 -2.524 -0.52
H -18.917 -2.284 -0.704 0.45
H -20.024 7.149 -3.104 0.43
O -22.053 5.083 -2.736 -0.53
H -19.548 0.877 4.830 0.50
H -13.009 -3.016 6.419 0.35
C -19.693 0.450 1.562 1.25
H -14.355 -2.603 7.456 0.36
O -19.347 1.659 1.603 -0.81
N -19.568 -2.374 0.063 0.07
C -14.096 -3.044 6.493 -1.20
O -23.805 -0.283 -2.652 -0.23
C -25.874 -0.973 -3.422 -1.52
O -15.199 -0.410 3.027 -0.60
H -19.718 6.159 0.811 0.43
H -20.929 7.652 -1.643 0.36
S -23.388 -2.750 1.351 0.90
C -14.786 -2.195 5.377 -0.07
H -22.741 -2.677 8.715 0.34
H -19.579 2.482 -1.236 0.29
H -27.907 -4.026 0.863 0.44
S -14.827 -1.838 2.743 1.10
S -20.160 -1.891 5.615 1.23
H -24.954 5.715 2.199 0.32
H -25.669 -4.760 1.766 0.31
O -22.198 -2.832 0.485 -0.74
O -24.738 2.969 -1.945 -0.57
O -18.856 -0.324 2.027 -0.53
H -25.142 2.620 2.312 0.10
O -25.468 1.367 -0.135 -0.56
O -19.912 -0.481 5.553 -0.87
H -22.085 -2.668 -2.594 0.48
H -21.491 4.052 1.967 -0.02
O -24.700 -3.348 0.556 -0.18
O -23.419 -3.353 2.692 -0.62
```

=====

no.,E (eV),Kohn-Sham gap (eV)
1,-63027.036,9.12
2,-42852.209,8.85
3,-4679.505,10.20
4,-133522.251,2.65